Model one:
Below is a molecular structure, C59H45BrKN10O3P2, with properties calculated with ωB97M-V/def2-TZVPD.

```
121
Properties=species:S:1:pos:R:3:lowdin_charge:R:1
K 0.9373 -0.3954 -0.2591 0.629
C 0.8784 3.6732 -3.2973 -0.105
C 0.9990 2.4768 -2.6001 -0.071
N 1.4241 2.4357 -1.3480 0.143
C 1.7400 3.5977 -0.7878 -0.191
C 1.6263 4.7902 -1.4970 -0.081
N 1.1974 4.8397 -2.7540 0.086
C 2.1248 3.5866 0.6595 -0.181
C 2.7430 4.6853 1.2505 0.037
C 3.0208 4.6605 2.6068 -0.146
C 2.6920 3.5115 3.3159 0.043
C 2.1232 2.4424 2.6382 -0.190
N 1.8239 2.4839 1.3401 0.193
C 1.8950 1.1432 3.3366 -0.221
C 1.5001 1.0682 4.6684 -0.091
N 1.4248 -0.0889 5.3125 0.089
C 1.7369 -1.1672 4.6027 -0.133
C 2.0734 -1.1069 3.2548 -0.131
N 2.1451 0.0549 2.6256 0.145
C 3.6693 5.8109 3.2825 -0.167
C 4.5745 5.6214 4.3202 -0.014
C 5.1534 6.7259 4.9222 -0.142
N 4.8965 7.9826 4.5699 0.055
C 4.0308 8.1569 3.5762 -0.144
C 3.4005 7.1203 2.9075 -0.015
H 0.5008 3.6781 -4.3155 0.096
H 0.7420 1.5358 -3.0665 0.095
H 1.8592 5.7394 -1.0332 0.103
H 3.0474 5.5329 0.6540 0.109
H 2.8928 3.4332 4.3738 0.114
H 1.2187 1.9582 5.2171 0.111
H 1.7172 -2.1181 5.1224 0.098
H 2.2690 -1.9819 2.6481 0.077
H 4.8510 4.6273 4.6427 0.113
H 5.8650 6.5884 5.7262 0.104
H 3.8244 9.1828 3.2977 0.103
H 2.6885 7.3400 2.1225 0.113
C -2.7869 -3.1972 2.0287 -0.146
N -1.6572 -2.2984 1.8162 -0.525
P -1.5147 -0.7274 2.4570 1.012
C -2.4105 -0.8913 4.0540 -0.343
C -2.0297 -1.9239 4.9126 -0.113
C -2.6003 -2.0602 6.1653 -0.087
C -3.5617 -1.1530 6.5928 -0.102
C -3.9465 -0.1208 5.7526 -0.093
C -3.3784 0.0068 4.4919 -0.085
C -2.6661 0.3683 1.5493 -0.382
C -3.8862 -0.0093 0.9927 -0.086
C -4.6706 0.9110 0.3186 -0.094
C -4.2519 2.2301 0.2022 -0.098
C -3.0403 2.6190 0.7488 -0.079
C -2.2508 1.6869 1.4060 -0.115
P -0.1331 -2.8341 1.1780 1.005
C -0.0879 -4.5304 1.9150 -0.319
C -0.4761 -5.7192 1.3126 -0.077
C -0.4548 -6.9120 2.0228 -0.084
C -0.0469 -6.9377 3.3475 -0.099
C 0.3501 -5.7583 3.9638 -0.089
C 0.3347 -4.5748 3.2443 -0.115
C -0.5719 -3.3025 -0.5518 -0.361
C 0.3144 -4.0422 -1.3338 -0.106
C -0.0349 -4.4088 -2.6223 -0.086
C -1.2541 -4.0177 -3.1610 -0.090
C -2.1268 -3.2557 -2.4009 -0.077
C -1.7860 -2.9036 -1.1012 -0.103
H -2.6220 -3.8440 2.8966 0.075
H -2.9259 -3.8317 1.1516 0.076
H -3.7088 -2.6423 2.2020 0.067
H -1.2812 -2.6370 4.5859 0.081
H -2.2923 -2.8729 6.8102 0.100
H -4.0091 -1.2545 7.5727 0.095
H -4.6969 0.5897 6.0746 0.098
H -3.6968 0.8137 3.8437 0.097
H -4.2212 -1.0344 1.0611 0.088
H -5.6065 0.5983 -0.1253 0.102
H -4.8603 2.9479 -0.3338 0.100
H -2.6914 3.6354 0.6317 0.100
H -1.2765 1.9820 1.7800 0.090
H -0.8085 -5.7200 0.2810 0.102
H -0.7628 -7.8273 1.5341 0.099
H -0.0325 -7.8708 3.8960 0.096
H 0.6808 -5.7617 4.9946 0.098
H 0.6625 -3.6582 3.7214 0.067
H 1.2939 -4.2923 -0.9470 0.108
H 0.6708 -4.9690 -3.2226 0.106
H -1.5087 -4.2799 -4.1811 0.102
H -3.0587 -2.9027 -2.8252 0.107
H -2.4511 -2.2738 -0.5261 0.088
Br 3.9272 1.7759 -7.6069 0.707
C 2.1053 1.2548 -7.5448 -0.697
C 1.6263 0.3302 -8.4595 -0.130
C 0.2898 -0.0310 -8.4112 -0.051
C -0.5565 0.4946 -7.4438 -0.314
C -0.0603 1.4333 -6.5445 -0.033
C 1.2659 1.8172 -6.5943 -0.120
N -1.9454 0.1786 -7.5518 0.041
N -2.6259 0.0113 -6.5251 0.036
C -2.1242 -0.1387 -5.2325 -0.275
C -3.0214 0.3226 -4.2757 -0.044
C -2.7278 0.4330 -2.9336 -0.015
C -1.4686 0.0367 -2.4225 -0.407
O -1.1364 0.1644 -1.2215 -0.180
C -0.5322 -0.5666 -3.4116 -0.172
N 0.6438 -1.0293 -2.9119 0.095
C 1.4658 -1.6745 -3.7057 -0.118
C 1.1505 -1.9543 -5.0436 -0.033
C -0.0133 -1.4708 -5.5663 -0.024
C -0.8776 -0.6860 -4.7705 -0.122
H 2.2840 -0.0939 -9.2045 0.096
H -0.1175 -0.7311 -9.1289 0.113
H -0.7221 1.8532 -5.7982 0.119
H 1.6582 2.5461 -5.8949 0.081
H -3.9830 0.6490 -4.6540 0.105
H -3.4500 0.8214 -2.2296 0.086
H 2.3855 -2.0270 -3.2529 0.091
H 1.8199 -2.5614 -5.6372 0.106
H -0.2932 -1.7083 -6.5804 0.106
O 3.6868 -2.5656 -1.5098 -0.073
C 3.3947 -2.0671 -0.4242 -0.646
O 2.4395 -2.3647 0.3390 -0.284
H 4.0341 -1.2161 -0.0605 0.116
```

Values from the calculation:
HOMO-LUMO gap = 0.2043 hartree
LUMO energy = 1.18 eV
HOMO energy = -0.1609 hartree
Spin multiplicity = 1
Net charge = -1



Model two:
Below is a molecular structure, C59H45BrKN10O3P2, with properties calculated with ωB97M-V/def2-TZVPD.

```
121
Properties=species:S:1:pos:R:3:lowdin_charge:R:1
K -0.3702 0.2887 0.0841 0.608
C 4.4420 -1.1574 -1.0047 -0.127
C 3.3227 -0.3611 -0.8052 -0.130
N 2.5192 -0.5357 0.2333 0.133
C 2.8529 -1.4835 1.1045 -0.202
C 3.9566 -2.3058 0.8731 -0.090
N 4.7504 -2.1516 -0.1780 0.083
C 2.0379 -1.5842 2.3508 -0.207
C 2.5945 -2.1019 3.5172 0.043
C 1.8576 -2.0784 4.6948 -0.132
C 0.5792 -1.5386 4.6406 0.025
C 0.0949 -1.0553 3.4300 -0.174
N 0.8122 -1.0729 2.3083 0.170
C -1.2572 -0.4387 3.3599 -0.216
C -2.3211 -0.8900 4.1343 -0.100
N -3.5335 -0.3546 4.0531 0.100
C -3.6828 0.6304 3.1773 -0.119
C -2.6253 1.0861 2.4006 -0.118
N -1.4151 0.5641 2.5041 0.083
C 2.4233 -2.5673 5.9748 -0.156
C 3.7954 -2.5958 6.2070 -0.014
C 4.2707 -3.0584 7.4231 -0.146
N 3.4907 -3.4894 8.4104 0.054
C 2.1800 -3.4574 8.1875 -0.141
C 1.6050 -3.0128 7.0077 -0.014
H 5.0876 -0.9975 -1.8601 0.103
H 3.0548 0.4205 -1.5048 0.102
H 4.1911 -3.1239 1.5437 0.110
H 3.5996 -2.4983 3.5059 0.103
H -0.0151 -1.4146 5.5355 0.015
H -2.1952 -1.7183 4.8220 0.113
H -4.6675 1.0712 3.0768 0.110
H -2.7719 1.8762 1.6702 0.120
H 4.4995 -2.2355 5.4693 0.108
H 5.3385 -3.0763 7.6114 0.103
H 1.5458 -3.8094 8.9935 0.105
H 0.5287 -3.0398 6.9065 0.110
C -1.8708 -1.5054 -3.9775 -0.132
N -0.9578 -0.6823 -3.1740 -0.529
P -1.1270 1.0332 -3.0678 1.011
C -1.6660 1.3965 -4.7963 -0.351
C -2.9473 1.7912 -5.1690 -0.082
C -3.2594 2.0128 -6.5049 -0.088
C -2.2978 1.8338 -7.4877 -0.102
C -1.0145 1.4423 -7.1272 -0.092
C -0.7039 1.2375 -5.7930 -0.111
C -2.7030 1.3148 -2.1795 -0.388
C -3.5886 0.3249 -1.7694 -0.085
C -4.7467 0.6673 -1.0797 -0.072
C -5.0243 1.9931 -0.7914 -0.094
C -4.1253 2.9865 -1.1687 -0.090
C -2.9669 2.6459 -1.8448 -0.126
P 0.5993 -1.2510 -2.7584 0.976
C 1.2200 -2.0196 -4.3094 -0.358
C 0.8339 -3.2779 -4.7692 -0.092
C 1.3185 -3.7706 -5.9714 -0.082
C 2.2018 -3.0128 -6.7294 -0.096
C 2.6044 -1.7649 -6.2782 -0.094
C 2.1176 -1.2771 -5.0733 -0.122
C 0.3224 -2.7427 -1.7449 -0.373
C 1.4499 -3.5078 -1.4251 -0.127
C 1.3555 -4.5661 -0.5406 -0.099
C 0.1308 -4.8701 0.0504 -0.086
C -0.9842 -4.1085 -0.2518 -0.056
C -0.8927 -3.0453 -1.1459 -0.089
H -2.8259 -0.9979 -4.0936 0.076
H -2.0554 -2.4643 -3.4947 0.078
H -1.4567 -1.6790 -4.9757 0.077
H -3.7111 1.9210 -4.4124 0.100
H -4.2628 2.3175 -6.7754 0.099
H -2.5450 1.9986 -8.5290 0.095
H -0.2547 1.2991 -7.8858 0.098
H 0.3013 0.9378 -5.5218 0.084
H -3.3856 -0.7272 -1.9138 0.076
H -5.4063 -0.1276 -0.7555 0.107
H -5.9265 2.2574 -0.2523 0.096
H -4.3128 4.0219 -0.9123 0.099
H -2.2375 3.4110 -2.0842 0.098
H 0.1531 -3.8761 -4.1754 0.109
H 1.0063 -4.7477 -6.3178 0.101
H 2.5806 -3.3989 -7.6675 0.097
H 3.3022 -1.1741 -6.8583 0.098
H 2.4420 -0.3064 -4.7132 0.094
H 2.4117 -3.2679 -1.8692 0.099
H 2.2372 -5.1502 -0.3041 0.098
H 0.0566 -5.6935 0.7501 0.096
H -1.9460 -4.3114 0.2017 0.105
H -1.7874 -2.4584 -1.3095 0.064
Br -0.8369 0.3361 7.2547 0.788
C -0.7888 2.1005 6.5403 -0.651
C -0.0011 3.0567 7.1554 -0.131
C 0.0349 4.3341 6.6192 -0.054
C -0.6692 4.6419 5.4586 -0.303
C -1.4925 3.6766 4.8815 -0.010
C -1.5529 2.4034 5.4252 -0.105
N -0.6141 6.0024 5.0198 0.035
N -0.4729 6.3205 3.8177 0.043
C -0.1528 5.4258 2.7892 -0.275
C -0.7283 5.7317 1.5592 -0.047
C -0.7174 4.8683 0.4795 -0.028
C -0.1260 3.5819 0.5823 -0.397
O -0.1903 2.7039 -0.3056 -0.183
C 0.6504 3.3268 1.8193 -0.142
N 1.3446 2.1695 1.8576 0.125
C 2.1238 1.9391 2.8855 -0.149
C 2.3227 2.8604 3.9251 -0.047
C 1.6052 4.0240 3.9116 -0.026
C 0.6795 4.2632 2.8744 -0.117
H 0.5686 2.8127 8.0413 0.096
H 0.6273 5.1102 7.0869 0.112
H -2.0660 3.9078 3.9931 0.123
H -2.1875 1.6477 4.9828 0.068
H -1.2582 6.6764 1.4962 0.105
H -1.2115 5.1305 -0.4471 0.094
H 2.6533 0.9899 2.8960 0.090
H 3.0337 2.6443 4.7127 0.100
H 1.7514 4.7695 4.6793 0.108
O -3.9277 -2.6085 -0.6225 -0.098
C -3.6166 -2.0357 0.4378 -0.622
O -2.6294 -1.2955 0.6493 -0.143
H -4.2725 -2.2357 1.3237 0.113
```

Values from the calculation:
HOMO-LUMO gap = 0.2081 hartree
LUMO energy = 1.33 eV
HOMO energy = -0.1594 hartree
Spin multiplicity = 1
Net charge = -1



Which structure is the most stable? The one labeled model two.



Model one:
Below is 2 unconnected molecules or ions with the total composition CH5O2PS2, with properties calculated with ωB97M-V/def2-TZVPD.

```
11
Properties=species:S:1:pos:R:3:lowdin_charge:R:1
C 1.2638 -0.6544 0.0043 -0.399
O 1.7123 -1.4006 1.0625 0.019
O 1.6443 -1.2393 -1.2571 -0.037
P -1.2659 -0.2908 0.2121 0.209
S -1.3991 0.5711 -1.7109 0.274
S -1.0658 1.5509 1.3568 0.217
H 1.4244 0.3954 0.2501 0.073
H 1.7985 -2.2280 0.7079 0.049
H 1.5246 -0.6571 -2.0160 0.081
H -1.6031 -0.6721 -1.8941 -0.278
H -0.8366 1.2172 2.6403 -0.209
```

Values from the calculation:
HOMO-LUMO gap = 0.2869 hartree
LUMO energy = 0.38 eV
HOMO energy = -0.2729 hartree
Spin multiplicity = 1



Model two:
Below is 2 unconnected molecules or ions with the total composition CH5O2PS2, with properties calculated with ωB97M-V/def2-TZVPD.

```
11
Properties=species:S:1:pos:R:3:lowdin_charge:R:1
C 0.2795 1.4188 -0.3537 -0.170
O 1.4981 -1.6992 1.5280 -0.300
O 0.7476 0.5112 0.6057 -0.423
P 1.4999 -0.8593 0.1591 0.352
S 3.0329 -0.3675 -1.0392 0.254
S -1.6791 -2.3581 0.0682 0.296
H 0.0865 2.3780 0.1695 0.104
H -0.7528 1.1506 -0.7747 0.103
H 0.9843 1.2983 -1.1370 0.004
H 0.4596 -1.8301 1.7752 0.104
H -1.6236 -2.6628 -1.2119 -0.325
```

Values from the calculation:
HOMO-LUMO gap (alpha / beta) = 0.2948 / 0.2094 hartree
LUMO energy (alpha / beta) = -1.84 / -2.82 eV
HOMO energy (alpha / beta) = -0.3624 / -0.3131 hartree
Spin multiplicity = 1



Which structure is the most stable? The one labeled model two.



Model one:
Below is 2 unconnected molecules or ions with the total composition C4H9N2O2, with properties calculated with ωB97M-V/def2-TZVPD.

```
17
Properties=species:S:1:pos:R:3:lowdin_charge:R:1
C -0.3390 0.5594 -0.1212 -0.313
N -1.0947 1.2791 0.7823 0.024
C -2.2433 0.6987 1.1273 -0.468
O -2.5479 -0.4916 1.0259 -0.042
C -0.9860 0.3770 -1.5706 -0.335
N -0.0741 -0.4183 -2.2564 0.059
C 3.0058 -0.8307 0.1261 -0.398
O 3.8188 -0.9094 1.1642 -0.261
H -0.1531 -0.5304 0.0363 0.118
H 0.6236 1.0358 -0.2674 0.081
H 2.5650 -1.7361 -0.3183 0.057
H -3.0387 1.3570 1.5299 0.097
H -1.1035 1.3676 -2.0494 0.106
H -1.9306 -0.1409 -1.3448 0.121
H -0.3368 -0.4248 -3.2514 0.024
H 2.0867 -0.1533 0.2803 0.064
H 3.5221 -0.1719 -0.6166 0.067
```

Values from the calculation:
HOMO-LUMO gap = 0.1233 hartree
LUMO energy = 0.07 eV
HOMO energy = -0.1206 hartree
Spin multiplicity = 1
Net charge = -1



Model two:
Below is a gas-phase ion, C4H9N2O2 (charge -1), with properties calculated with ωB97M-V/def2-TZVPD.

```
17
Properties=species:S:1:pos:R:3:lowdin_charge:R:1
N -1.9599 0.1644 -2.3905 -0.023
C -0.8106 0.6752 -1.6246 -0.305
C -0.5260 -0.1137 -0.3804 -0.264
N 0.8129 0.3165 0.1499 -0.091
C 1.3852 -0.7130 1.0911 -0.162
C 1.6340 -0.2248 2.5664 -0.749
O 2.3900 -0.9510 3.2250 -0.078
O 0.9530 0.7797 2.8876 -0.095
H -2.4032 -0.5841 -1.8670 0.049
H -2.6371 0.8661 -2.6139 0.037
H 0.0789 0.6892 -2.2567 0.095
H -0.9480 1.7060 -1.2833 0.105
H -1.2709 0.0067 0.4140 0.117
H -0.3078 -1.1709 -0.5665 0.103
H 0.6430 1.0798 0.8172 0.074
H 2.3020 -1.0057 0.5739 0.092
H 0.6646 -1.5204 1.2577 0.095
```

Values from the calculation:
Structure (SMILES) = NCCNCC(=O)[O-]
HOMO-LUMO gap = 0.2873 hartree
LUMO energy = 3.64 eV
HOMO energy = -0.1536 hartree
Spin multiplicity = 1
Net charge = -1



Model three:
Below is a gas-phase ion, C4H9N2O2 (charge -1), with properties calculated with ωB97M-V/def2-TZVPD.

```
17
Properties=species:S:1:pos:R:3:lowdin_charge:R:1
O 1.6800 0.6174 -1.6954 0.019
C 0.6209 0.1443 -1.3337 -0.512
N -0.5277 0.3527 -2.0806 0.147
C 0.3748 -0.7982 -0.1214 -0.366
C 1.5521 -0.5971 0.8498 -0.068
N -0.8576 -0.6306 0.5883 -0.059
C -1.1728 0.7325 1.2259 -0.557
O -2.4834 0.9329 1.1322 -0.337
H -0.4941 1.0900 -2.7480 0.082
H -1.4218 0.2310 -1.6123 0.081
H 0.2987 -1.7719 -0.6289 0.138
H 2.4231 -1.2150 0.6194 0.064
H 1.8729 0.4279 0.9730 0.071
H 1.1950 -0.9966 1.8021 0.069
H -1.7344 -0.7159 0.0697 0.070
H -0.7771 0.6970 2.2633 0.075
H -0.5484 1.4998 0.6965 0.083
```

Values from the calculation:
Structure (SMILES) = C[C@@H](NC[O-])C(N)=O
HOMO-LUMO gap = 0.2490 hartree
LUMO energy = 3.93 eV
HOMO energy = -0.1046 hartree
Spin multiplicity = 1
Net charge = -1



Which structure is the most stable? The one labeled model two.



Model one:
Below is a gas-phase ion, C4H9N2O2 (charge -1), with properties calculated with ωB97M-V/def2-TZVPD.

```
17
Properties=species:S:1:pos:R:3:lowdin_charge:R:1
N 0.7280 -1.6968 0.2730 0.005
C 1.5112 -0.6722 0.9046 -0.185
C 0.5576 0.5904 1.3446 -0.378
N -0.0490 1.4111 0.3388 0.007
C -0.2209 0.8903 -1.0071 -0.244
C -1.5933 0.0214 -1.1879 -0.515
O -1.9154 -0.8099 -0.1756 -0.354
O 0.6358 0.9976 2.5176 -0.038
H 0.1315 -1.4999 -0.4673 -0.005
H 0.1907 -2.2645 0.8403 0.034
H 1.8311 -0.9759 1.9604 0.121
H 2.3575 -0.3927 0.3863 0.057
H -0.8965 1.8362 0.6356 0.105
H 0.8530 0.3067 -1.3249 0.141
H -0.3618 1.8499 -1.6672 0.101
H -2.3640 0.9192 -1.2495 0.087
H -1.3956 -0.5109 -2.1217 0.060
```

Values from the calculation:
Structure (SMILES) = NCC(=O)NCC[O-]
HOMO-LUMO gap = 0.2609 hartree
LUMO energy = 4.11 eV
HOMO energy = -0.1100 hartree
Spin multiplicity = 1
Net charge = -1



Model two:
Below is 2 unconnected molecules or ions with the total composition C4H9N2O2, with properties calculated with ωB97M-V/def2-TZVPD.

```
17
Properties=species:S:1:pos:R:3:lowdin_charge:R:1
O -1.4066 -1.9365 -0.2344 -0.126
C -0.2573 -2.3202 -0.5986 -0.778
O 0.4068 -3.2589 -0.1355 -0.085
C 0.4033 -1.5408 -1.7764 -0.053
H 0.7599 -2.2302 -2.5420 0.051
H -0.3677 -0.9073 -2.2116 0.045
H 1.2463 -0.9424 -1.4342 0.052
C 0.4038 1.0787 1.2143 -0.233
C -0.5942 1.5469 0.4591 -0.246
N -1.5261 0.8641 -0.2872 0.040
N 1.2708 2.0163 1.8881 -0.046
H 0.7106 0.0455 1.3546 0.096
H -0.6620 2.6336 0.4445 0.095
H -2.4611 1.2381 -0.2589 0.066
H -1.4662 -0.1843 -0.2476 0.039
H 2.1960 2.0556 1.4878 0.042
H 1.3434 1.8420 2.8779 0.041
```

Values from the calculation:
HOMO-LUMO gap = 0.2999 hartree
LUMO energy = 3.93 eV
HOMO energy = -0.1555 hartree
Spin multiplicity = 1
Net charge = -1



Which structure is the most stable? The one labeled model two.